1) ORCA calculation (wB97M-V/def2-TZVPD) on a molecular structure, C6H13OP.

Last column: Löwdin charge in e.
Geometry (Å):
P: 0.221 -1.157 0.013  0.589
O: 0.299 -2.579 -0.387  -0.361
C: -1.146 -0.158 -0.721  -0.492
C: -2.537 0.063 -0.020  -0.115
C: 0.195 -1.014 1.784  -0.184
C: 1.339 0.178 -0.664  -0.301
C: -0.401 1.208 -0.740  -0.075
C: 2.646 0.711 -0.281  -0.163
H: -1.371 -0.452 -1.772  0.123
H: 3.304 -0.149 -0.017  0.086
H: -0.747 -1.459 2.056  0.034
H: 2.640 1.421 0.538  0.063
H: -2.875 0.785 -0.786  0.063
H: 1.067 -1.657 2.182  0.095
H: 1.320 -0.201 -1.776  0.120
H: -0.003 -0.006 2.188  0.056
H: -3.285 -0.808 -0.124  0.096
H: 3.117 1.250 -1.210  0.110
H: -0.776 1.756 -1.583  0.063
H: -0.569 1.716 0.308  0.107
H: -2.437 0.550 1.011  0.087

- E_HOMO: -9.4393 eV
- LUMO energy: 0.8 eV
- Molar mass: 132.14 g/mol
- Orbital gap: 10.27 eV
- Charge: 0



2) ORCA calculation (wB97M-V/def2-TZVPD) on a single C6H13OP molecule.

Last column: Löwdin charge in e.
Geometry (Å):
P: 1.112 1.060 -0.145  0.794
O: 1.912 2.305 -0.475  -0.405
C: 1.974 -0.078 1.046  -0.164
C: -1.242 0.838 1.710  -0.141
C: 0.557 -1.285 -1.894  -0.154
C: -0.816 1.197 0.360  -0.380
C: 0.224 0.103 -1.562  -0.384
C: -1.133 0.178 -0.716  -0.183
H: -1.044 -0.197 2.006  0.082
H: 1.399 -0.071 1.996  0.034
H: -2.058 0.389 -1.152  0.089
H: 1.553 -1.369 -2.327  0.076
H: 1.852 -1.129 0.520  0.069
H: -1.093 2.201 0.334  0.096
H: 0.277 0.803 -2.345  0.093
H: 0.356 -2.006 -1.009  0.101
H: -1.127 -0.871 -0.302  0.113
H: -0.698 1.385 2.411  0.059
H: -0.014 -1.688 -2.750  0.084
H: 3.046 0.061 1.197  0.040
H: -2.291 1.019 1.801  0.079

- E_HOMO: -9.1625 eV
- LUMO energy: 0.9 eV
- Molar mass: 132.14 g/mol
- Orbital gap: 10.06 eV
- SMILES: C[C@@H]1C[C@H](C)[P@@]1(C)=O
- Charge: 0



3) ORCA calculation (wB97M-V/def2-TZVPD) on a single C6H13OP molecule.

Last column: Löwdin charge in e.
Geometry (Å):
P: 1.937 0.772 0.335  0.920
O: 0.873 -1.615 0.323  -0.013
C: -1.122 1.196 1.086  -0.075
C: -1.339 0.263 -1.257  -0.020
C: 3.241 -0.284 -0.350  -0.366
C: -0.903 -0.044 0.226  -0.560
C: 0.528 -0.414 0.261  -0.569
C: -1.812 -1.257 0.616  -0.034
H: -2.832 -1.125 0.249  0.082
H: -0.937 1.144 2.084  0.046
H: -1.748 -1.472 1.656  0.077
H: -1.011 -0.611 -1.858  0.109
H: -0.504 2.019 0.750  0.058
H: -0.783 1.089 -1.542  0.042
H: 3.861 0.415 -0.954  0.041
H: -2.373 0.430 -1.206  0.068
H: 1.649 1.589 -0.918  -0.007
H: 2.953 -0.952 -1.041  -0.017
H: -1.454 -2.051 -0.035  0.077
H: 3.885 -0.753 0.404  0.046
H: -2.108 1.662 1.171  0.096

- E_HOMO: -8.9558 eV
- LUMO energy: 0.8 eV
- Molar mass: 132.14 g/mol
- Orbital gap: 9.79 eV
- SMILES: CPC(=O)C(C)(C)C
- Charge: 0



Which one sits at the top of the stability order? 2) does.